Entry 1:
{"formula": "C3H5NO2", "method": "the ωB97M-V functional and the def2-TZVPD basis", "symbols": ["O", "O", "N", "C", "C", "C", "H", "H", "H", "H", "H"], "xyz": [[-0.702923, 1.421067, 0.880646], [0.188590, -0.656483, -0.917496], [1.860229, 0.630018, 0.366236], [1.388344, 0.033490, -0.635439], [-0.781324, -0.841922, 0.123251], [-1.268044, 0.582416, 0.221932], [1.955418, 0.004972, -1.566657], [-2.051555, 0.851479, -0.509974], [-0.317352, -1.247576, 1.027657], [-1.575583, -1.536834, -0.199761], [1.304199, 0.759375, 1.209600]], "atomic_forces_ev_per_a": [[-0.775, -0.205, 0.050], [0.739, -0.109, 0.217], [-0.247, -0.410, -0.484], [-0.183, -0.124, 0.025], [0.231, 0.157, 0.152], [-0.005, 0.467, 0.381], [-0.073, -0.093, 0.138], [-0.055, 0.069, 0.109], [-0.022, 0.320, 0.037], [0.566, 0.321, -0.253], [-0.176, -0.392, -0.370]], "nbo_charge": [-0.51, -0.51, -0.68, 0.40, -0.18, 0.41, 0.17, 0.12, 0.20, 0.21, 0.38], "homo_ev": -9.9217, "de_lowest_kj_mol": 216.4, "homo_lumo_gap_ha": 0.387, "smiles": "[H]/N=C\\OCC=O", "lumo_energy_ev": 0.60}



Entry 2:
{"formula": "C2H10AgF6NO9S2", "method": "the ωB97M-V functional and the def2-TZVPD basis", "symbols": ["Ag", "S", "S", "F", "F", "F", "F", "F", "F", "O", "O", "O", "O", "O", "O", "O", "O", "O", "N", "C", "C", "H", "H", "H", "H", "H", "H", "H", "H", "H", "H"], "xyz": [[-0.526062, -0.210586, -0.976350], [0.489646, 1.557738, 1.743354], [1.248915, -1.039077, 1.838522], [3.908721, -1.733546, 1.414689], [-2.072218, 2.176063, 1.777609], [3.524753, 0.430207, 1.789915], [3.102831, -0.439056, -0.064296], [-1.150307, 2.549176, 3.745646], [-1.680286, 0.586999, 3.099493], [-2.291070, 1.352237, -0.777198], [1.277105, -1.037815, 3.308113], [1.520649, 1.814082, 2.756144], [1.023356, -2.439347, 1.426616], [0.527255, 2.477748, 0.598778], [0.689121, 1.207963, -2.317375], [0.725107, -1.836877, -1.887366], [-1.784670, -2.062956, -0.490665], [-1.688010, -0.419341, -3.045628], [0.443493, -0.031697, 0.930217], [-1.217378, 1.742765, 2.721780], [3.105103, -0.650360, 1.235463], [0.796474, 2.144369, -2.484253], [0.601492, -2.786042, -1.880360], [-2.332460, 0.226443, -3.335223], [-1.187140, -0.628752, -3.833991], [1.634438, -1.715301, -2.160418], [-2.138671, -2.282375, 0.371179], [-2.944558, 1.583888, -1.437145], [-2.708595, 1.562408, 0.058103], [-1.803902, -2.888236, -0.975205], [0.906868, 0.789278, -3.150149]], "atomic_forces_ev_per_a": [[-0.488, 0.538, -0.376], [1.871, 2.499, -1.108], [3.158, -6.499, 2.111], [-0.670, 1.132, 0.673], [-0.020, 0.860, 0.451], [1.124, 0.685, 1.176], [-0.461, 0.071, -1.250], [0.288, 0.289, -0.399], [0.129, -1.128, 0.570], [0.111, 0.006, 0.234], [-0.528, 2.115, -2.112], [-2.162, -1.349, -1.484], [-0.131, 2.420, -1.079], [-1.051, -1.516, 1.718], [0.332, 0.018, 0.388], [0.284, -0.178, -0.334], [-0.395, -0.032, 0.236], [0.099, -0.709, 1.580], [-0.845, 3.081, 2.334], [0.476, -0.489, -1.593], [-1.444, -2.065, -0.112], [-0.087, 0.625, 0.263], [-0.212, -0.533, 0.194], [-0.654, 0.818, -0.169], [0.863, -0.291, -0.848], [0.576, 0.260, -0.125], [-0.021, 0.011, 0.516], [-0.207, 0.000, -0.632], [-0.042, 0.080, 0.356], [0.058, -0.268, -0.454], [0.050, -0.449, -0.724]], "nbo_charge": [1.12, 2.05, 2.12, -0.32, -0.34, -0.29, -0.33, -0.27, -0.29, -1.00, -0.87, -0.84, -0.93, -0.89, -1.04, -1.02, -0.98, -1.10, -1.19, 0.82, 0.77, 0.50, 0.50, 0.45, 0.43, 0.50, 0.50, 0.49, 0.50, 0.50, 0.46], "homo_ev": [-3.7589, -10.7530], "homo_lumo_gap_ha": [0.139, 0.244], "lumo_energy_ev": [0.01, -4.12], "multiplicity": 3}



Entry 3:
{"formula": "C27H20Cl5O4RhS2", "method": "the ωB97M-V functional and the def2-TZVPD basis", "symbols": ["Rh", "Cl", "Cl", "Cl", "Cl", "Cl", "S", "S", "O", "O", "O", "O", "C", "C", "C", "C", "C", "C", "C", "C", "C", "C", "C", "C", "C", "C", "C", "C", "C", "C", "C", "C", "C", "C", "C", "C", "C", "C", "C", "H", "H", "H", "H", "H", "H", "H", "H", "H", "H", "H", "H", "H", "H", "H", "H", "H", "H", "H", "H"], "xyz": [[-1.052359, -0.905930, 0.314162], [-5.759868, 1.972617, -0.116868], [-7.476627, -3.045337, 0.915833], [-8.121013, -0.091982, 0.118400], [-4.533973, -3.902028, 1.525974], [-2.812201, 0.996959, 0.459888], [0.884927, 1.888928, -0.553459], [-1.596094, -2.482765, -1.301981], [-2.609689, -1.745336, 1.256389], [0.675229, -0.982752, -1.105266], [0.147573, 1.217220, 0.577404], [0.743997, -1.778280, 0.913811], [3.574793, -0.599268, 0.581665], [4.855100, -2.359855, -1.145850], [5.598471, -1.481558, -0.369085], [-0.275299, 1.986149, -1.909588], [0.641975, -6.128492, 0.198658], [0.084319, 4.074255, 0.907673], [-0.305788, -5.525096, 1.015198], [-4.167239, -0.078750, 0.591421], [1.788879, 5.809550, -0.434948], [2.835117, -1.473071, -0.204789], [0.894639, 3.613829, -0.118611], [0.200055, -4.505447, -1.513508], [-4.901296, -2.284171, 1.072820], [0.132980, 5.415162, 1.249097], [4.958251, -0.600960, 0.492255], [3.470794, -2.352700, -1.070798], [1.352642, -1.419867, -0.144338], [0.891992, -5.622774, -1.067567], [-1.004647, -4.414096, 0.573629], [-5.461896, 0.335926, 0.326999], [-3.829878, -1.370925, 0.985472], [-6.204053, -1.893371, 0.803346], [-6.500197, -0.577148, 0.433693], [0.980243, 6.300838, 0.585203], [-0.749422, -3.893417, -0.695316], [1.013093, 7.753193, 0.971868], [1.758725, 4.467803, -0.784724], [-1.745805, -3.933491, 1.195701], [5.354572, -3.050180, -1.812814], [0.046403, 8.224937, 0.788408], [2.406271, 4.092205, -1.568784], [-0.495477, 5.782200, 2.052178], [0.180923, 2.575686, -2.704240], [5.537490, 0.082032, 1.099676], [1.766653, 8.297679, 0.405059], [-0.502293, -5.923612, 2.002272], [6.678866, -1.486574, -0.431987], [2.459754, 6.482438, -0.954779], [3.064577, 0.071097, 1.262492], [1.235683, 7.869063, 2.033352], [0.392109, -4.085748, -2.493633], [-0.447008, 0.965878, -2.249699], [1.188069, -6.994219, 0.551434], [2.880873, -3.027155, -1.678211], [-1.194377, 2.452558, -1.556910], [1.631032, -6.092293, -1.704384], [-0.560598, 3.380432, 1.430702]], "atomic_forces_ev_per_a": [[0.394, -0.924, -1.533], [0.006, -0.027, -0.008], [0.012, 0.028, 0.003], [0.013, -0.008, -0.008], [-0.018, 0.046, -0.007], [0.119, -0.083, -0.485], [0.126, -0.064, 0.106], [-0.437, 0.438, 0.570], [0.035, 0.080, 0.969], [0.440, 0.975, 0.268], [-0.031, 0.096, 0.259], [-0.982, -0.056, -0.068], [-0.003, -0.040, 0.093], [0.004, 0.013, 0.012], [-0.014, -0.004, 0.007], [-0.065, -0.026, -0.085], [0.059, -0.073, 0.024], [0.004, 0.025, -0.048], [-0.016, 0.078, -0.004], [0.021, 0.111, 0.005], [0.002, 0.009, -0.007], [0.046, -0.104, -0.026], [0.053, 0.099, 0.024], [0.052, 0.092, 0.001], [0.003, -0.078, 0.073], [-0.018, 0.001, 0.018], [0.013, -0.009, -0.007], [-0.007, 0.028, -0.070], [0.061, -0.110, -0.021], [-0.059, 0.009, -0.026], [-0.048, -0.076, -0.028], [0.007, 0.067, -0.007], [0.105, -0.286, 0.021], [-0.003, -0.056, 0.031], [-0.024, 0.018, 0.005], [-0.015, -0.011, -0.019], [0.153, -0.196, -0.046], [0.002, 0.013, 0.005], [-0.027, 0.023, 0.000], [0.015, -0.008, 0.032], [-0.001, -0.003, 0.000], [-0.002, -0.002, -0.001], [0.018, -0.007, 0.012], [0.002, 0.001, -0.001], [-0.022, 0.011, -0.002], [0.001, 0.000, 0.002], [0.001, -0.002, 0.002], [0.003, 0.009, 0.004], [0.000, 0.003, -0.001], [0.003, -0.001, 0.001], [-0.004, 0.004, -0.002], [0.003, 0.000, -0.001], [0.026, -0.010, 0.005], [0.002, 0.001, -0.017], [-0.008, 0.000, 0.001], [-0.007, -0.004, 0.006], [0.001, 0.001, -0.033], [-0.010, -0.001, -0.014], [0.018, -0.009, 0.019]], "nbo_charge": [1.05, 0.05, 0.06, 0.05, 0.06, 0.09, 1.30, 0.10, -0.70, -0.67, -1.04, -0.60, -0.20, -0.21, -0.20, -0.82, -0.20, -0.13, -0.23, -0.18, -0.21, -0.08, -0.30, -0.22, -0.14, -0.22, -0.21, -0.19, 0.76, -0.22, -0.14, -0.05, 0.40, -0.05, -0.13, 0.00, -0.23, -0.63, -0.19, 0.24, 0.22, 0.23, 0.22, 0.22, 0.24, 0.22, 0.22, 0.21, 0.22, 0.22, 0.22, 0.23, 0.22, 0.26, 0.21, 0.22, 0.24, 0.21, 0.23], "homo_ev": [-7.9759, -7.9868], "de_lowest_kj_mol": 149.5, "homo_lumo_gap_ha": [0.247, 0.242], "lumo_energy_ev": [-1.27, -1.40]}



Entry 4:
{"formula": "C14H26Cl3N2O3PPdS2SiTe", "method": "the ωB97M-V functional and the def2-TZVPD basis", "symbols": ["Te", "Pd", "Cl", "Cl", "Cl", "S", "S", "P", "Si", "O", "O", "O", "N", "N", "C", "C", "C", "C", "C", "C", "C", "C", "C", "C", "C", "C", "C", "C", "H", "H", "H", "H", "H", "H", "H", "H", "H", "H", "H", "H", "H", "H", "H", "H", "H", "H", "H", "H", "H", "H", "H", "H", "H", "H"], "xyz": [[2.541226, 0.009756, 0.807610], [-0.144518, 0.720588, 1.063813], [0.530622, -0.631696, 4.585086], [-2.581862, 0.265398, 4.182164], [-1.383693, -2.411784, 2.689835], [1.702595, 6.160197, 1.218364], [0.587304, 3.205373, -0.121620], [0.252243, 5.099868, 0.416201], [-0.822271, -0.269200, 2.911147], [-6.031444, -1.511281, 0.448719], [-1.104050, 5.237771, 1.290706], [-0.250082, 5.960314, -0.875139], [-5.419335, 0.163515, 1.853348], [-1.365875, -0.039236, -0.976830], [-2.195578, 4.640737, -1.654035], [-1.514084, 5.993588, -1.525969], [3.292360, -0.390684, -1.167619], [-1.451724, 4.570031, 2.523003], [-1.828660, -1.265670, -0.720003], [-0.297738, 3.903875, 3.252813], [-2.555097, 3.573408, 2.218872], [2.318025, -2.071104, 1.282838], [-5.213807, -0.673992, 0.793802], [-3.093698, -1.520000, -0.219636], [-3.449143, 0.836498, -0.171330], [-2.411411, 7.022028, -0.850917], [-3.913486, -0.444183, 0.099407], [-2.189218, 0.982822, -0.724475], [-1.891986, 7.979035, -0.784195], [-0.669647, 3.518524, 4.205368], [4.222233, -0.957093, -1.139516], [-2.136576, 2.761704, 1.618444], [-4.048825, 1.707488, 0.057924], [-1.139371, -2.083189, -0.898370], [-3.326257, 7.150019, -1.437581], [1.364454, -2.184366, 1.793900], [0.077594, 3.055102, 2.677358], [0.516114, 4.603428, 3.428123], [-2.672426, 6.699958, 0.157032], [2.305391, -2.635226, 0.350044], [3.134399, -2.420462, 1.912480], [-3.107048, 4.739602, -2.250173], [-2.462309, 4.264672, -0.664948], [-3.373674, 4.056500, 1.678209], [-6.183791, -0.098086, 2.454416], [-1.775391, 1.962545, -0.928694], [-1.531839, 3.923810, -2.132106], [-3.413078, -2.529605, -0.002360], [-4.600899, 0.533958, 2.320401], [-2.933723, 3.139670, 3.146524], [-1.851040, 5.375767, 3.148109], [3.462777, 0.575317, -1.640568], [2.533397, -0.932908, -1.729658], [-1.277777, 6.360900, -2.530519]], "atomic_forces_ev_per_a": [[-0.309, -0.030, -0.002], [0.486, 0.076, -0.072], [0.087, 0.045, 0.052], [-0.129, 0.034, -0.042], [-0.042, -0.017, 0.036], [0.039, -0.116, -0.083], [0.022, 0.131, 0.008], [-0.079, 0.094, -0.113], [-0.201, -0.141, 0.090], [0.054, -0.026, -0.074], [-0.063, -0.107, 0.025], [0.262, -0.002, 0.064], [0.058, -0.053, -0.008], [-0.113, -0.157, -0.295], [0.016, 0.022, 0.060], [-0.140, -0.023, 0.093], [-0.059, 0.012, -0.005], [-0.027, -0.041, 0.041], [-0.074, 0.004, 0.028], [-0.034, -0.027, -0.063], [0.069, 0.024, 0.005], [0.060, 0.044, -0.008], [-0.177, 0.077, 0.157], [-0.042, -0.017, 0.096], [-0.315, -0.220, 0.120], [-0.057, 0.020, -0.035], [0.276, 0.084, -0.197], [0.409, 0.205, 0.086], [-0.017, 0.004, 0.005], [0.001, 0.024, 0.003], [0.000, 0.016, 0.038], [-0.057, -0.038, -0.004], [0.028, 0.024, 0.024], [0.008, -0.001, -0.002], [-0.005, 0.038, 0.022], [0.055, -0.047, 0.003], [0.015, 0.041, 0.064], [0.033, 0.033, 0.032], [0.022, -0.020, -0.041], [-0.045, 0.037, 0.000], [-0.031, 0.022, -0.015], [0.003, 0.054, -0.004], [0.010, -0.061, -0.056], [-0.011, -0.009, 0.004], [-0.010, -0.005, 0.008], [-0.077, 0.060, -0.080], [0.012, -0.044, 0.017], [0.023, -0.004, -0.006], [0.052, 0.005, 0.055], [-0.024, -0.026, -0.026], [0.015, 0.023, 0.013], [0.000, -0.010, -0.006], [0.013, 0.021, 0.015], [0.008, -0.035, -0.024]], "lowdin_charge": [1.11, -0.12, -0.03, -0.04, -0.02, 0.10, 0.20, -0.20, -0.55, 0.03, -0.35, -0.35, 0.17, 0.01, -0.09, -0.47, -0.48, -0.45, -0.17, -0.09, -0.08, -0.46, -0.50, -0.04, -0.03, -0.06, -0.16, -0.20, 0.08, 0.08, -0.02, 0.04, 0.11, 0.10, 0.07, -0.07, 0.02, 0.04, 0.07, -0.01, -0.02, 0.08, 0.06, 0.07, 0.10, 0.04, 0.06, 0.11, 0.04, 0.06, 0.13, -0.02, -0.01, 0.13], "homo_ev": -1.1424, "charge": -2, "homo_lumo_gap_ha": 0.190, "lumo_energy_ev": 4.03}